(1)
# C34H44F3MnN6O2PS2Se

A molecular structure, C34H44F3MnN6O2PS2Se (the ωB97M-V functional and the def2-TZVPD basis, the OMol25 dataset).

```
94
Properties=species:S:1:pos:R:3:mulliken_spin:R:1
Se 3.94991 0.85698 -3.12150 0.0169
Mn 0.36027 0.62329 0.42222 4.5593
S 2.55753 -0.12208 2.08459 0.0143
S 1.04766 2.62545 3.25066 0.0015
P -1.30081 -1.53287 -1.37103 -0.0190
F -1.54522 -1.72979 3.91720 0.0000
F -1.83927 0.17118 4.91651 0.0001
F -3.43463 -0.69335 3.72573 -0.0001
O -2.15120 1.32560 2.30891 0.0023
O -0.67794 -0.32700 1.89781 0.0312
N -1.19372 4.24068 2.18212 0.0071
N -0.75974 2.20256 -0.72871 0.0110
N 3.91693 -1.68203 0.44880 0.0073
N 0.38886 2.56480 1.67476 0.0685
N 1.82033 0.65927 -1.09491 0.0967
N 4.56845 0.51407 0.43573 0.0063
C 4.88451 -2.12422 -0.54517 -0.0006
C -2.46385 4.18749 5.65526 -0.0004
C -3.90251 -2.91307 -1.36551 -0.0024
C -3.45932 -1.10170 0.26700 0.0378
C 5.27763 2.39577 1.87811 0.0003
C -1.79981 -2.30650 -4.11911 -0.0076
C -1.66524 3.16591 -2.71007 0.0052
C -0.56632 3.35086 1.35221 -0.0103
C 0.16650 -1.03250 -3.65448 0.0327
C 2.66360 0.73917 -1.89370 0.0083
C 3.75870 -0.43317 0.91219 0.0053
C -0.83690 -4.35713 -1.69900 -0.0019
C -1.01764 3.32959 -0.06711 0.0426
C -3.76488 -0.52233 -2.10477 0.0077
C -1.45302 -2.34654 -5.46072 0.0001
C -0.99890 -1.64179 -3.18651 0.0069
C -0.97522 -3.47022 0.64650 0.0148
C -0.28703 -1.73496 -5.90540 0.0006
C 4.41416 1.93951 0.71338 0.0077
C -1.59731 0.26085 2.55022 -0.0107
C -3.17543 -1.58326 -1.16253 0.0238
C -0.32678 3.20910 4.19026 0.0030
C -1.94284 4.33358 -2.02373 0.0027
C -1.29525 3.98252 3.57391 -0.0034
C 0.97186 -2.91656 -0.78057 0.0320
C -1.06557 2.12513 -2.02034 0.0148
C 6.28838 -2.30990 0.02073 0.0003
C -1.61044 4.42228 -0.68059 -0.0003
C -0.54219 -3.16173 -0.79063 -0.0730
C -2.37161 4.46228 4.29710 0.0006
C -2.10186 -0.51898 3.79358 0.0023
C -0.44355 2.89648 5.53318 0.0010
C -1.50158 3.40649 6.27420 0.0008
C 0.52751 -1.08069 -4.99589 -0.0008
H 1.23727 -2.10738 -0.09466 0.0154
H 1.35880 -2.66418 -1.76952 -0.0030
H -2.03060 -3.73683 0.71708 0.0019
H -3.76248 -3.34409 -2.35606 0.0012
H -4.54005 -1.09171 0.43670 0.0001
H -0.39958 -4.33040 1.00304 0.0010
H -1.89480 3.05708 -3.76072 -0.0002
H -3.01211 -1.74933 1.02118 -0.0004
H 4.98289 1.87226 2.78836 0.0000
H -0.33167 -5.24143 -1.29785 0.0005
H -3.13793 5.04725 3.80057 -0.0001
H -3.59978 -3.65705 -0.62887 0.0002
H -0.81554 1.19259 -2.51214 0.0037
H -0.46897 -4.19170 -2.71265 -0.0008
H -2.03737 4.63254 1.79613 -0.0009
H 4.51113 -3.06707 -0.94422 -0.0001
H 4.88595 -1.42558 -1.38611 0.0007
H -4.82212 -0.38034 -1.86213 0.0001
H 0.80617 -0.51120 -2.95923 0.0312
H 6.33297 2.19490 1.68482 0.0001
H -2.70276 -2.81184 -3.80735 -0.0011
H 1.47873 -3.82791 -0.44412 0.0015
H 1.44608 -0.60027 -5.30981 0.0003
H -0.01911 -1.77214 -6.95374 0.0001
H 3.31551 -2.35867 0.88492 -0.0001
H -2.39721 5.17614 -2.52854 -0.0001
H -1.77369 5.34470 -0.14032 -0.0003
H -3.30114 4.57204 6.22221 0.0000
H -0.77422 -2.63274 1.31438 0.0002
H -3.08389 -0.09081 0.41846 0.0023
H -3.69159 -0.79921 -3.15418 0.0003
H 5.14289 0.28626 -0.36415 -0.0006
H -1.90059 -4.58351 -1.75459 -0.0005
H 6.67011 -1.37878 0.44154 -0.0001
H 3.36395 2.13255 0.92501 0.0069
H -1.57990 3.17712 7.32831 0.0000
H 6.97198 -2.63531 -0.76460 -0.0002
H 5.15559 3.46798 2.04116 -0.0002
H -3.26596 0.43901 -1.96805 -0.0018
H 0.29512 2.25327 5.99683 0.0000
H 4.67383 2.46466 -0.20646 -0.0001
H -2.09375 -2.86650 -6.16233 -0.0002
H 6.28805 -3.06034 0.81198 0.0001
H -4.97538 -2.74252 -1.23112 -0.0004
```

Calculated values
* energy: -6790.9627 Eh
* HOMO level (alpha / beta): -7.73 / -7.81 eV
* multiplicity: 6
* total charge: 0



(2)
# C34H44F9O33PS

9 unconnected molecules or ions with the total composition C34H44F9O33PS (the ωB97M-V functional and the def2-TZVPD basis, the OMol25 dataset).

```
122
Properties=species:S:1:pos:R:3:mulliken_charge:R:1
S 0.86838 1.69847 -3.24443 1.2093
P -1.60314 -1.50608 -1.29337 0.6302
F -15.27360 -2.92661 6.88364 -0.2817
F 10.46554 -1.61884 -3.69243 -0.2963
F 6.14024 4.74563 -5.33286 -0.2985
F 2.55199 0.04208 -8.22338 -0.2987
F -9.14681 -4.36666 4.72792 -0.2772
F -2.29684 1.21740 4.74269 -0.2908
F 3.94907 0.36884 3.82370 -0.1277
F 10.35141 3.17526 5.28386 -0.2909
F 7.93357 2.10140 -0.11754 -0.3187
O 7.37730 -1.04330 -2.29777 -0.0923
O 6.97690 -3.05707 -1.37802 -0.4768
O 4.54166 3.37124 -4.53549 -0.1247
O 4.66974 1.01148 -0.06394 -0.0666
O -1.98344 -2.90284 -0.97875 -0.8727
O 2.49108 2.68653 -3.87619 -0.5402
O 1.32155 1.63537 -1.59991 -0.0445
O 0.86969 -1.06259 -7.21064 -0.3057
O 8.25902 2.34088 5.30955 -0.3019
O 6.24186 1.67078 -1.53938 -0.2916
O 2.72070 4.49121 -5.20985 -0.3149
O -0.11400 2.76183 -3.39456 -0.7636
O -10.74588 -3.00059 5.54134 -0.3315
O -1.01194 -1.35713 -6.00097 -0.4904
O 0.15018 0.14108 -3.49893 -0.1692
O -11.64432 -1.24283 6.63613 -0.5190
O 6.36422 1.41315 4.51056 -0.4681
O -0.56132 0.64996 -6.90383 -0.3025
O -4.44356 -0.66485 2.83096 -0.2691
O -16.42294 -2.43446 2.63502 -0.5010
O 8.82367 -2.73986 -2.63380 -0.3347
O -6.32509 -0.48733 4.04867 -0.5852
O 4.28255 0.82967 -2.27033 -0.2649
O -2.51779 -0.40639 -0.46007 -0.2874
O 2.05928 -2.46556 3.38191 -0.3514
O 2.54291 -2.93406 1.23420 -0.4595
O -14.49347 -1.94419 3.68284 -0.3422
O 3.34284 -1.05163 2.18395 -0.0697
O -0.07502 -1.21608 -0.78344 -0.0576
O -4.39881 0.40528 4.80817 -0.3196
O -9.48647 -1.19333 6.00484 -0.3154
O 8.27882 1.24052 3.34524 -0.2359
O -16.15029 -2.97459 4.80847 -0.3264
C -4.38735 0.92658 -1.27885 -1.0332
C 8.49811 -0.51103 -2.99943 -0.3866
C 1.74881 2.90672 -1.09414 -0.5563
C 5.83512 1.35840 0.68562 -0.2177
C -0.30409 -0.65984 -6.63995 0.7415
C 4.93964 4.19218 -5.62111 0.2508
C 3.85632 5.22975 -5.66420 -0.5017
C -9.58402 -3.08380 4.73164 0.3269
C 9.56918 1.82620 3.51205 -0.4505
C 7.65724 -2.34991 -2.03469 0.5131
C -14.08720 -2.02743 5.05204 0.1728
C 3.19178 3.45460 -4.48463 0.4373
C 2.52135 -1.45509 4.27550 -0.5034
C -15.75455 -2.44659 3.61149 0.6252
C -10.71252 -1.75960 6.11442 0.7400
C -1.80160 -1.29546 -3.14782 -0.7683
C -8.61854 -2.18039 5.44072 -0.1918
C 0.83214 -2.26770 -1.20290 -0.2265
C -3.92059 -0.50721 -0.81322 -0.2527
C 0.58088 1.17160 -7.57449 0.0184
C 2.27661 -1.66915 -1.23127 -1.0020
C 9.11776 -1.74460 -3.59340 0.2782
C 2.64084 -2.22445 2.17266 0.4532
C -3.05498 0.13108 4.45348 0.3544
C 1.20006 -0.06772 -8.15828 0.2414
C -5.16726 -0.26889 3.90636 0.5842
C 4.99001 1.13525 -1.37676 0.0839
C -14.96971 -3.12288 5.57699 0.2846
C -1.28937 0.16113 -3.54890 -0.6401
C -3.13992 -0.09556 2.97212 -0.3693
C 9.61342 2.07664 4.99336 0.3115
C 2.90943 -0.35092 3.33271 0.2656
C 7.51925 1.64410 4.39816 0.6061
C 6.58894 2.22264 -0.28686 0.3873
H 2.09078 0.32164 3.06395 0.2457
H 0.79750 -3.12509 -0.49738 0.3987
H 9.96885 1.22921 5.58385 0.2858
H 2.28665 2.72184 -0.13317 0.0960
H 5.57181 1.88740 1.59948 0.2189
H -4.64384 0.96418 -2.35775 0.3042
H 1.73736 -1.15665 4.96960 0.2935
H 10.35383 1.14954 3.17850 0.2848
H -3.08574 0.83286 2.40027 0.2046
H -14.26898 -1.07049 5.54389 0.2819
H -8.07959 -2.68954 6.24270 0.2484
H 6.38088 0.45067 0.95078 0.2249
H 2.59694 -1.31815 -2.23142 0.3169
H -5.20341 1.27960 -0.61545 0.2990
H -2.69462 -0.72925 5.02206 0.2959
H -7.89531 -1.72894 4.76402 0.0958
H 8.18201 0.20438 -3.75666 0.2649
H 2.41612 3.45435 -1.78822 0.0767
H 0.29248 1.89411 -8.33636 0.2743
H 1.23383 1.66462 -6.85022 -0.1279
H -3.52405 1.62005 -1.12842 0.2336
H -4.04331 -1.26729 -1.60951 0.4192
H 3.69493 5.62493 -6.66519 0.2859
H -9.82467 -2.77584 3.71178 0.3200
H 6.30998 3.27906 -0.26159 0.1905
H 8.70434 -2.03555 -4.56179 0.2777
H 5.02254 3.58741 -6.52702 0.3152
H 3.37137 -1.83488 4.84638 0.2788
H 9.62815 2.74798 2.92953 0.2668
H -2.37250 -0.77609 2.60739 0.3064
H 0.85962 3.52661 -0.82673 0.2182
H -1.24129 -2.09678 -3.65977 0.4369
H 0.80729 -0.34954 -9.13798 0.2992
H 9.16200 -0.00607 -2.29421 0.2654
H 2.29664 -0.79054 -0.54175 -0.1325
H 2.97379 -2.42394 -0.81651 0.5696
H 0.57218 -2.60700 -2.22981 0.2392
H 4.04429 6.06226 -4.98352 0.2900
H -1.77010 0.85078 -2.82476 0.4381
H -2.89428 -1.33895 -3.34749 0.3878
H -1.61323 0.31981 -4.59742 0.3565
H -14.56835 -4.12992 5.44143 0.3140
H -4.51326 -0.78636 0.08360 0.3602
H -13.03458 -2.26710 5.13417 -0.2590
```

Calculated values
* energy: -5443.2833 Eh
* HOMO level: -8.21 eV
* total charge: 0



(3)
# C34H44FN3O4Ti

A molecular structure, C34H44FN3O4Ti (the ωB97M-V functional and the def2-TZVPD basis, the OMol25 dataset).

```
87
Properties=species:S:1:pos:R:3:mulliken_spin:R:1
Ti 0.36263 -0.71992 -1.35877 0.9407
F -1.44655 0.02700 -2.57449 0.0189
O 3.14394 -3.51366 -2.68039 0.0017
O 3.05130 0.98077 -3.78906 -0.0016
O 1.14459 0.12272 -2.97996 0.0045
O -0.31713 -1.67294 0.13367 -0.0393
N 2.18774 -1.69727 -1.61362 -0.0336
N -0.12035 -2.65312 -2.57205 0.0242
N -0.11068 1.27345 -0.59929 -0.0047
C 1.60427 -1.83736 2.38049 -0.0013
C -0.74292 -2.11648 1.32004 -0.0043
C -2.40364 2.02790 -3.38620 0.0000
C -2.60192 3.40133 -3.26792 0.0001
C 0.17956 2.79279 2.80685 -0.0018
C 3.18021 -0.80103 -2.17021 0.0283
C -2.98610 -2.97332 0.30957 0.0022
C 2.21020 -2.94586 -2.11511 -0.0085
C -2.49463 -4.27885 -0.32447 -0.0008
C -1.58070 1.40789 -2.48911 -0.0010
C 2.29867 -3.00805 1.68022 0.0051
C 1.48930 3.22451 2.79762 0.0019
C 2.42432 3.43454 -1.66180 -0.0014
C -1.75347 -2.72715 3.86928 0.0015
C -2.70248 3.20906 1.93157 0.0003
C 0.84934 -3.62489 -2.02226 0.0074
C 1.69957 2.42844 0.53083 -0.0295
C 0.10396 -2.06441 2.44844 0.0008
C 2.23954 3.05052 1.64671 -0.0032
C -1.13256 3.40539 -1.34048 0.0001
C -0.43317 -2.34770 3.70032 -0.0008
C 4.01946 1.95737 -0.42106 -0.0019
C -0.42090 2.19080 1.69673 0.0090
C -3.26981 -1.92661 -0.76276 -0.0073
C -1.96030 4.06880 -2.23379 0.0003
C 2.06749 -0.50539 1.80762 -0.0378
C 0.36339 1.97480 0.54647 0.0324
C -2.61824 0.89792 1.01342 0.0037
C -2.06267 -2.60015 1.46325 -0.0015
C 2.54719 2.24228 -0.71074 0.0006
C -0.88547 2.02032 -1.43903 0.0130
C 2.45234 0.19581 -3.08289 0.0221
C -1.90657 1.89594 1.91250 -0.0010
C -2.53937 -2.87779 2.74208 -0.0013
H -2.15177 -2.92743 4.85541 0.0003
H 4.53654 2.84509 -0.04915 -0.0001
H 2.10227 -2.98323 0.60962 0.0034
H -0.41815 2.92141 3.70350 0.0000
H 0.22041 -2.27781 4.56297 -0.0003
H 4.51785 1.65671 -1.34441 -0.0003
H -0.64908 3.96089 -0.54726 0.0001
H -2.36445 -1.59820 -1.26792 0.0085
H 3.26826 3.38550 1.62239 0.0001
H 2.80695 4.34088 -1.18197 -0.0002
H -3.75399 -1.04304 -0.35170 0.0003
H 3.38120 -2.94255 1.81348 0.0003
H 0.15428 -2.39986 -3.51880 0.0013
H -1.50895 -4.14269 -0.76794 0.0003
H -2.88776 1.33517 0.05159 -0.0006
H -2.10175 5.13619 -2.11432 -0.0001
H -2.69112 3.67162 0.94386 -0.0002
H 1.55694 0.33582 2.27560 0.0032
H -2.29425 3.92353 2.64752 0.0000
H 1.93152 -1.85065 3.42618 0.0009
H -1.95397 1.48161 2.92629 0.0002
H 3.14178 -0.39079 1.97673 -0.0041
H 0.59010 -3.80592 -0.97767 0.0005
H 1.96030 -3.96378 2.08556 0.0002
H 3.69923 -0.23381 -1.39256 -0.0016
H -3.94052 -2.35496 -1.51340 -0.0004
H -2.02237 0.01242 0.83052 -0.0010
H -3.54529 0.59106 1.50643 0.0001
H -3.94888 -3.19548 0.78162 -0.0001
H 1.92315 3.68583 3.67633 0.0002
H -3.56269 -3.22397 2.84287 -0.0001
H -2.40332 -5.06687 0.42439 0.0000
H 2.13215 1.38206 -1.23485 0.0065
H -3.18035 -4.61883 -1.10518 0.0000
H -3.74439 3.01311 2.19726 0.0000
H 3.93418 -1.32939 -2.75683 0.0020
H 1.90844 -0.44689 0.72885 0.0401
H -1.06110 -3.03069 -2.61051 0.0022
H 2.99679 3.24435 -2.57068 0.0005
H 0.88074 -4.56908 -2.56804 0.0002
H 4.14268 1.16174 0.31619 0.0021
H -2.88038 1.43628 -4.15668 0.0001
H -3.23999 3.92601 -3.96482 0.0000
H 1.38935 3.61033 -1.95267 -0.0004
```

Calculated values
* energy: -2736.8190 Eh
* HOMO level (alpha / beta): -4.56 / -4.65 eV
* multiplicity: 2
* total charge: -1



> Number 1 is which compound?

C34H44F3MnN6O2PS2Se



> Which of these has the lowest total charge?

C34H44FN3O4Ti



> What is the energy in the second record?

-5443.2833 Eh



> Among the records above, which one has the lowest energy?

C34H44F3MnN6O2PS2Se